{"formula": "C2H2N2O", "method": "ωB97M-V with the def2-TZVPD basis set", "de_lowest_ev": 4.684, "total_energy_ev": -7129.160, "smiles": "C=[N+]([O-])C#N", "lumo_energy_ha": [-0.0468, -0.0468], "species": ["C", "N", "O", "C", "N", "H", "H"], "positions_angstrom": [[-0.36, -0.64, 0.78], [-0.05, -0.01, -0.30], [-0.68, -0.44, -1.56], [0.82, 1.01, -0.50], [1.32, 2.00, -0.83], [-1.21, -1.22, 0.65], [0.16, -0.70, 1.76]], "nbo_charge": [-0.007, -0.079, -0.527, 0.392, -0.220, 0.221, 0.219]}